No. 1
ORCA calculation (the ωB97M-V functional and the def2-TZVPD basis) on a structure of composition C26H35N4O5S3Ti in a non-equilibrium geometry.

Each line ends with the Mulliken spin population.
Cartesian coordinates (Å):
Ti 1.07134 0.32039 0.15018  0.944
C 1.15362 2.75805 2.38308  0.001
C 0.04670 1.81723 2.74269  0.042
O 0.30300 0.46307 2.33607  -0.010
C 1.10874 -0.33147 3.24966  0.004
C 1.61451 -1.47013 2.41671  0.010
O 2.27603 -1.05316 1.19706  0.002
C 3.59309 -0.58610 1.52081  0.006
C 4.18113 -0.17580 0.18448  0.005
O 3.28752 0.81716 -0.37705  0.000
C 3.71524 2.17946 -0.29361  0.005
C 3.10551 2.76272 1.01176  0.005
O 1.74946 2.21109 1.21454  -0.023
H 0.77818 3.81741 2.32459  -0.001
H 1.93239 2.88104 3.18387  0.000
H -0.25690 1.82328 3.77255  0.004
H -0.82376 2.18418 2.17822  -0.015
H 2.00475 0.18364 3.64351  -0.002
H 0.43872 -0.67418 4.06333  0.000
H 2.31392 -2.10508 2.96797  0.003
H 0.76508 -2.03389 2.06465  -0.004
H 3.55211 0.21536 2.26408  -0.003
H 4.22255 -1.41971 1.93098  0.001
H 5.11840 0.30684 0.23371  0.000
H 4.26105 -0.99346 -0.56185  -0.002
H 4.78891 2.19027 -0.24014  -0.001
H 3.34344 2.72430 -1.22905  0.000
H 3.71831 2.51454 1.86858  -0.001
H 3.02297 3.81328 1.10858  0.000
N -0.61595 -0.85269 0.06251  0.017
S -2.09364 -0.35523 0.43740  0.032
C -2.96061 -0.10237 -1.13284  0.000
C -2.50596 -0.66228 -2.25703  -0.001
C -3.12364 -0.29259 -3.45146  0.000
C -4.20837 0.62226 -3.43544  0.000
C -4.72335 1.10564 -2.22393  0.000
C -4.04600 0.80066 -1.06153  -0.001
C -2.85442 -1.89234 1.13113  0.000
C -4.19273 -1.86466 1.35411  0.000
C -4.71988 -2.95866 2.01197  0.000
C -4.07943 -4.15897 2.24790  0.000
C -2.73438 -4.22151 1.90775  0.000
C -2.09534 -3.04181 1.43976  0.000
H -0.62799 -1.60204 -0.68648  0.006
H -1.77631 -1.46685 -2.35327  0.000
H -2.86777 -0.74554 -4.44409  0.000
H -4.54852 0.97716 -4.39295  0.000
H -5.57283 1.77022 -2.11345  0.000
H -4.25061 1.22741 -0.07113  -0.001
H -4.81080 -0.96415 1.05744  0.000
H -5.77431 -2.92398 2.24733  0.000
H -4.53468 -5.03730 2.62260  0.000
H -2.15887 -5.16760 1.92010  0.000
H -1.05494 -2.95302 1.20845  0.001
N 1.59474 -4.34578 -3.20459  0.000
C 1.45944 -2.96478 -3.10483  -0.001
C 1.27785 -2.32919 -1.92214  0.015
N 1.51722 -0.98946 -1.82907  -0.023
C 1.97663 -0.36135 -2.86124  0.019
C 2.17954 -1.02709 -4.05281  -0.001
N 1.93079 -2.28660 -4.15076  0.003
H 1.16938 -4.91644 -2.45458  0.000
H 1.34302 -4.75317 -4.14782  0.000
H 0.76570 -2.90492 -1.13817  -0.001
H 2.22841 0.70497 -2.68067  -0.003
H 2.58207 -0.54043 -4.95506  0.000
C -0.34107 5.63616 0.00786  0.000
O 0.25188 4.48295 -0.65236  -0.002
C -0.44928 3.34338 -0.71463  0.008
S -1.98253 3.14964 -0.25814  0.003
S 0.35940 2.05824 -1.65748  -0.043
H 0.48948 6.32921 0.24466  0.000
H -0.80866 5.27259 0.86947  0.000
H -0.99868 6.06202 -0.67249  0.000

Computed properties:
Total charge ... +2
Expectation value of S² ... 0.754
Largest force on an atom ... 3.01 eV/Å
2S+1 ... 2
HOMO-LUMO gap (alpha / beta) ... 6.9 / 7.4 eV
Electronic energy ... -3650.43645 Ha

---

No. 2
ORCA calculation (the ωB97M-V functional and the def2-TZVPD basis) on a structure of composition C26H35N4O9PReS2Se4 in a non-equilibrium geometry.

Each line ends with the Mulliken spin population.
Cartesian coordinates (Å):
Re -0.48033 0.92573 0.35822  0.060
Se 0.69285 2.55539 -1.35401  0.446
Se 2.07175 4.12293 -0.52812  0.539
Se -0.12476 4.43062 2.82394  0.565
Se -1.19104 3.14966 1.29783  0.357
C -3.64459 -0.62035 -0.70963  -0.003
C -3.55843 0.89122 -0.77893  0.000
O -4.51767 1.52555 -1.21218  0.000
O -2.44783 1.45787 -0.43005  -0.001
H -4.43033 -0.96591 -1.37989  0.001
H -3.90898 -0.92124 0.30469  -0.001
H -2.69968 -1.09320 -0.96970  0.000
C 2.34661 2.08790 2.88676  -0.021
O 2.39828 0.72807 2.44809  -0.004
P 1.62507 0.31511 1.08698  0.022
O 1.87243 -1.27985 1.28854  0.005
C 1.33199 -1.98158 2.40007  0.000
O 2.72723 0.54676 -0.05370  -0.019
C 4.02129 -0.04375 -0.02299  0.000
H 3.17099 2.22800 3.58586  -0.002
H 1.40311 2.29098 3.38201  0.012
H 2.44289 2.78447 2.05128  0.009
H 1.21074 -3.01899 2.09389  0.000
H 0.36026 -1.58598 2.68330  0.000
H 2.01635 -1.90833 3.24860  0.000
H 4.68628 0.62770 -0.56470  0.001
H 3.99150 -1.00908 -0.52996  -0.001
H 4.37615 -0.17154 1.00095  0.000
S -0.52386 -3.04009 -1.48439  0.220
N -1.34228 -0.04015 1.67519  0.006
C -2.11823 -0.51274 2.56776  -0.036
C -2.64695 0.43035 3.60085  0.030
C -4.01251 0.48427 3.87997  0.002
C -4.50655 1.38821 4.80634  -0.001
C -3.63964 2.24542 5.47390  -0.001
C -2.28164 2.19922 5.19765  0.000
C -1.78952 1.29863 4.26435  0.024
C -2.46431 -1.95749 2.67791  0.034
C -3.01812 -2.46065 3.85877  0.003
C -3.28163 -3.81543 3.99661  -0.002
C -2.98475 -4.69385 2.96261  0.004
C -2.40896 -4.20411 1.79843  -0.012
C -2.15148 -2.85043 1.65805  -0.010
H -4.68863 -0.17666 3.35037  0.000
H -5.57200 1.43302 4.99872  0.000
H -4.02585 2.96128 6.18949  0.000
H -1.60009 2.88899 5.67860  0.014
H -0.73470 1.28853 4.02218  -0.017
H -3.23667 -1.78823 4.67775  -0.001
H -3.70968 -4.18492 4.92122  0.000
H -3.18365 -5.75344 3.07246  0.000
H -2.13049 -4.86931 0.99024  -0.014
H -1.65242 -2.50627 0.76334  0.033
C 5.28494 2.32326 -3.89478  0.006
C 3.79370 2.25069 -4.17728  0.014
S 3.33272 0.61651 -4.69559  -0.008
O 4.03773 0.29426 -5.91791  0.001
O 3.46078 -0.24714 -3.55181  0.006
C 1.60531 0.84484 -5.12198  0.010
C 0.67691 -0.36926 -4.96655  -0.007
N 0.44095 -0.74666 -3.57966  0.075
C -0.30827 0.01937 -2.69773  -0.081
N -0.12484 -0.30953 -1.44892  0.050
C 0.61413 -1.59898 -1.46660  0.008
C 1.07525 -1.71151 -2.84378  0.236
N 2.06295 -2.54132 -3.28827  0.042
O 2.24585 -2.67810 -4.52778  0.163
O 2.73163 -3.14500 -2.43066  0.219
C -1.24536 1.03580 -3.25512  0.035
H 5.55058 3.35201 -3.65433  -0.001
H 5.87085 1.99348 -4.75358  0.000
H 5.53585 1.70317 -3.03526  -0.001
H 3.48748 2.94137 -4.96616  0.000
H 3.21202 2.44530 -3.27441  -0.010
H 1.62913 1.16763 -6.16368  -0.003
H 1.25761 1.67522 -4.51051  0.004
H 1.09258 -1.23492 -5.47009  0.006
H -0.28425 -0.12470 -5.42071  -0.003
H 1.38082 -1.67387 -0.71515  0.019
H -1.84065 0.57799 -4.04712  -0.002
H -0.72091 1.89866 -3.65655  0.000
H -1.89302 1.40912 -2.47353  -0.019

Computed properties:
Total charge ... -2
Expectation value of S² ... 3.777
Largest force on an atom ... 1.12 eV/Å
2S+1 ... 4
HOMO-LUMO gap (alpha / beta) ... 5.9 / 5.7 eV
Electronic energy ... -12729.75335 Ha

---

No. 3
ORCA calculation (the ωB97M-V functional and the def2-TZVPD basis) on a cluster of 2 separate species, C26H35O4 in total in a non-equilibrium geometry.

Each line ends with the Mulliken spin population.
Cartesian coordinates (Å):
C -0.90503 0.72340 -6.81278  0.000
C 0.26225 0.50785 -5.85081  0.000
C 1.56035 0.85693 -6.59680  0.000
C 0.09247 1.30679 -4.55723  0.000
C 1.22213 1.05039 -3.58732  0.000
C 1.12088 0.04424 -2.62185  -0.001
C 2.18382 -0.22455 -1.76991  0.003
C 3.35445 0.53293 -1.83695  -0.001
C 4.48327 0.28135 -0.87544  0.000
C 4.36563 1.05627 0.44569  0.000
C 3.43962 1.56614 -2.77488  -0.001
C 2.38475 1.82682 -3.63383  0.000
C 0.30536 -0.98904 -5.42280  0.000
H -0.29477 -1.21420 -4.48691  0.000
O 0.90795 -1.87338 -5.97865  0.000
H -0.95662 1.78578 -7.09908  0.000
H -0.74604 0.12884 -7.72676  0.000
H -1.86619 0.43995 -6.36087  0.000
H 1.58344 1.93276 -6.82624  0.000
H 2.45213 0.60048 -6.01098  0.000
H 1.59437 0.30172 -7.54602  0.000
H 0.05678 2.37432 -4.82455  0.000
H -0.86852 1.00566 -4.10655  0.001
H 0.19882 -0.53281 -2.53085  -0.002
H 2.09213 -1.03699 -1.04372  0.001
H 4.51634 -0.78984 -0.65038  0.000
H 5.42231 0.56659 -1.36313  0.000
H 5.21469 0.83355 1.09978  0.000
H 4.35359 2.13741 0.26156  0.000
H 3.44518 0.78316 0.97632  0.000
H 4.35740 2.16235 -2.83148  0.000
H 2.45192 2.64056 -4.36642  0.000
C -5.08022 -0.39673 1.20066  -0.002
C -3.68819 -0.28707 1.83528  0.004
C -3.18808 1.13942 1.81657  0.020
C -3.76756 -0.86592 3.28378  -0.002
C -2.43907 -0.82535 3.99313  0.003
C -1.52270 -1.87138 3.81871  -0.002
C -0.27534 -1.82069 4.44318  -0.001
C 0.07736 -0.72071 5.23038  -0.001
C 1.42880 -0.66553 5.89119  0.000
C 1.67297 -1.77257 6.92367  0.000
C -0.83590 0.32370 5.39344  0.000
C -2.09309 0.25674 4.81021  0.002
C -2.69730 -1.13651 0.99243  -0.006
O -1.77408 -0.29866 0.34400  0.124
O -1.02601 -0.93405 -0.62178  0.822
O -2.71037 -2.34530 0.92750  0.046
H -5.83055 0.16731 1.77690  0.000
H -5.05430 0.01519 0.18203  0.000
H -5.38569 -1.45102 1.17065  0.000
H -3.84282 1.79964 2.40600  0.000
H -2.18258 1.21571 2.23865  -0.004
H -3.18272 1.50620 0.78494  -0.004
H -4.50596 -0.28477 3.86271  0.000
H -4.12552 -1.90137 3.18808  0.000
H -1.78082 -2.70225 3.16565  0.000
H 0.44085 -2.62851 4.28070  0.000
H 2.19836 -0.73868 5.11067  0.000
H 1.52872 0.30928 6.37960  0.000
H 2.66090 -1.66337 7.37882  0.000
H 0.92417 -1.72379 7.72289  0.000
H 1.62082 -2.76134 6.45731  0.000
H -0.53681 1.20426 5.97444  0.000
H -2.81218 1.07265 4.94740  0.000

Computed properties:
Total charge ... 0
Expectation value of S² ... 0.754
Largest force on an atom ... 2.57 eV/Å
2S+1 ... 2
HOMO-LUMO gap (alpha / beta) ... 9.3 / 6.7 eV
Electronic energy ... -1312.55610 Ha